Entry 1:
{
  "formula": "C17H58N14O17",
  "method": "ωB97M-V/def2-TZVPD",
  "elements": ["O", "N", "H", "H", "H", "C", "N", "C", "H", "O", "C", "H", "H", "H", "H", "O", "H", "C", "H", "H", "H", "H", "O", "H", "H", "H", "O", "O", "H", "O", "N", "N", "N", "H", "N", "N", "H", "H", "H", "H", "C", "C", "C", "C", "H", "H", "H", "N", "O", "H", "H", "C", "H", "H", "H", "C", "H", "H", "N", "H", "N", "N", "H", "H", "H", "H", "H", "H", "H", "C", "C", "H", "O", "O", "O", "C", "H", "H", "C", "H", "O", "H", "H", "H", "H", "O", "N", "H", "C", "H", "H", "H", "O", "O", "H", "N", "H", "N", "C", "H", "H", "O", "H", "C", "O", "H"],
  "xyz": [[-0.92122, 2.14634, -4.94409], [1.99417, 1.11145, -5.87973], [-0.86499, -2.47671, -0.54051], [-1.76137, 3.95373, -4.20265], [-0.22688, 1.77252, -5.44960], [-3.64005, -1.90307, 0.46622], [0.90866, 4.14749, -0.16422], [1.11651, 2.17721, 5.48927], [-0.37786, 0.06302, 1.31373], [1.50944, 1.43568, -1.07261], [2.23490, 0.76337, -4.55957], [2.93065, -0.31510, 0.89165], [0.46457, -3.98484, 4.58200], [-3.40408, 2.59053, 2.77476], [-0.39740, 2.43673, 6.87582], [-3.37630, 1.70435, -0.01108], [2.73601, 2.75145, 0.65166], [-0.97316, 3.09149, -2.70211], [6.39585, -1.32581, -0.65432], [-2.56492, -3.65256, 1.08238], [1.17963, 3.27538, -0.55372], [-0.13402, -3.50773, -4.89873], [1.76982, -4.62853, 0.22184], [-1.58723, -2.84879, -5.43238], [4.49148, -0.18452, 1.65518], [3.10865, 3.59804, 2.15348], [-1.18078, -2.36456, 0.34876], [-2.33408, 1.44568, 5.48877], [0.92565, -0.51889, -0.52437], [-3.60437, -0.94240, -0.58638], [5.84401, -0.78601, -0.01801], [-2.41004, -2.14107, -3.24150], [-0.91167, -2.88956, -4.67964], [2.31498, 2.04853, -6.11046], [-5.42699, 1.66878, -0.82979], [-3.01807, 0.47440, 3.47929], [-4.56684, -2.47658, 0.47389], [2.81464, -0.80256, -3.38777], [-2.40409, -1.45677, -4.02494], [0.00609, 3.57111, -2.69338], [2.62561, -3.74867, -0.42401], [-2.47305, -2.90766, 0.29204], [4.47969, -0.72989, -0.17473], [-2.72224, 1.46618, 4.34595], [-2.47470, -0.39862, 3.68104], [1.74972, -3.37529, 3.60022], [2.38430, 0.49235, -6.53726], [-2.87975, 2.63538, 3.62526], [3.93565, -0.76795, -1.24866], [-5.13895, 4.08362, -0.93119], [1.77757, 1.82202, 1.78528], [-0.03681, -2.10676, 3.65853], [-2.47901, -1.68719, -2.34450], [-1.32937, 2.82016, -1.70021], [-1.32816, -2.37512, 2.26884], [-0.89519, 1.83862, -3.56682], [-0.31273, 0.47089, -1.16886], [-2.64826, -3.40756, -0.69261], [0.45099, 2.83573, 6.52125], [2.65205, -1.15499, -5.05538], [0.43553, 1.05195, 5.14462], [2.41599, -0.53687, -4.29657], [3.28377, -6.02410, -1.10538], [-5.84349, 2.20858, -1.58869], [0.58009, 4.81083, -0.86159], [-1.77097, 1.21902, -3.35809], [-0.06977, -1.68759, 4.63833], [-2.75963, 0.84370, 2.56232], [-0.49390, -4.74161, 2.91708], [2.86351, -4.21323, -1.83831], [-1.20456, -2.79287, -3.37054], [1.88793, -4.10761, -2.39583], [2.12099, 1.59899, -3.69830], [0.25097, -4.29565, 2.52983], [1.53627, 5.71083, 1.32046], [0.66574, -3.43742, 3.66367], [-3.53202, -1.39930, 1.43260], [0.49390, -1.44890, 2.96620], [-4.30743, 2.33213, -0.45243], [-0.55865, 1.09062, 5.27104], [-1.97809, 3.93174, -3.27283], [-3.43599, -0.08199, -0.16015], [1.74310, 1.31244, -2.02486], [3.62126, -3.66255, 0.05953], [0.76699, 0.62824, 4.29070], [-1.44086, -2.18468, 3.20896], [2.52658, 3.47860, 1.34213], [6.20517, -0.69730, 0.90705], [1.68139, 4.59142, 0.90352], [1.23960, -4.28764, 0.94139], [2.26807, -2.70734, -0.42822], [-0.00546, 1.28138, -3.26465], [2.15789, 2.46353, 5.00575], [-0.53455, -3.13925, -2.41996], [-3.51839, 4.13362, -0.44453], [-4.39711, 3.66391, -0.37006], [-0.39912, 1.78476, 0.89254], [3.89896, -0.60939, 0.96694], [0.24869, 0.89337, 0.90731], [3.61928, -3.53372, -2.25875], [0.78249, 3.70273, 6.88397], [1.40135, 0.91405, 1.70360], [-5.32247, 0.72047, -1.09737], [0.61451, 0.53836, -0.56955], [3.18426, -5.64896, -1.98833], [-2.91845, 3.50625, 4.08408]],
  "atomic_forces_ev_per_a": [[-1.2, 1.1, 0.3], [0.1, 0.8, -0.1], [1.0, 0.0, -0.9], [-0.1, 0.1, -0.6], [1.3, -0.7, -0.3], [1.4, -0.2, 0.0], [0.1, 0.5, 0.1], [-2.6, -0.6, 1.9], [0.3, 0.5, -0.5], [1.2, 1.0, -0.6], [-0.4, 0.0, -0.4], [0.0, 0.3, 0.7], [-0.2, -0.1, 0.1], [-0.2, 0.1, -0.2], [-0.1, 0.1, 0.0], [2.4, -0.6, 0.8], [0.2, 0.8, 0.3], [-0.8, -0.4, -0.8], [0.0, 0.1, -0.3], [-0.1, -0.3, 0.0], [0.0, -0.9, -0.5], [-0.2, 0.3, 0.1], [0.0, -1.1, -0.3], [-0.2, 0.1, 0.7], [-0.6, 0.0, 0.7], [0.1, 0.1, -0.1], [-0.5, 0.5, 0.5], [-0.1, -0.6, 1.0], [0.7, 0.2, -0.3], [-0.3, -0.1, 0.3], [0.9, 0.1, -0.6], [0.0, 1.2, -0.9], [2.2, -1.6, -1.7], [-0.3, -0.1, 0.4], [-1.5, 1.8, -1.7], [1.4, -2.8, -0.2], [-0.1, 0.1, -0.1], [-0.3, 0.4, -0.3], [-0.8, -0.4, 1.1], [0.0, 0.2, 0.2], [0.8, 0.6, 0.3], [-1.6, -0.4, -0.5], [2.8, -0.4, -2.0], [-0.4, 2.5, -1.4], [-0.9, 0.6, -0.4], [0.0, 0.4, -0.1], [0.3, -1.0, -0.9], [0.1, 0.3, 0.3], [-0.9, -0.5, -1.7], [0.5, 0.0, 0.4], [-0.7, -0.5, 0.0], [-1.0, 0.2, -1.4], [-0.5, 0.3, 0.4], [0.4, 0.1, -0.1], [-0.1, 0.0, -0.2], [0.1, -0.8, 0.8], [0.0, 0.3, 0.2], [0.3, 0.2, 0.7], [0.6, -0.2, -0.6], [-0.1, -0.1, 0.1], [0.1, -0.9, -0.6], [0.7, -1.2, 0.3], [-0.1, 0.1, 0.0], [-0.6, -0.6, 0.3], [0.2, 0.1, 0.7], [-0.1, 0.0, 0.1], [0.2, 0.4, 0.7], [-0.3, -0.9, 0.0], [-0.6, -0.5, -0.4], [-1.6, -0.9, -0.9], [-1.4, 0.9, 0.6], [1.0, 0.1, 0.4], [0.3, 1.2, 1.1], [0.6, 1.3, 1.4], [1.0, -0.3, 1.1], [-0.2, -1.5, -0.6], [-0.1, 0.0, 0.0], [0.0, 0.3, 0.1], [-0.6, -1.4, 1.1], [-0.3, -0.3, 0.1], [0.1, 0.2, 0.8], [0.1, 0.2, -0.5], [0.0, -0.1, 0.6], [-0.2, -0.3, 0.2], [0.0, 0.1, 0.0], [1.6, -0.2, 0.6], [-1.2, 1.7, -0.3], [0.3, -0.3, 0.2], [-0.3, -1.6, -1.4], [-0.1, 0.4, 0.3], [-0.2, -0.2, -0.3], [-0.2, 0.0, -0.3], [2.7, 1.4, -1.0], [0.6, -0.4, 0.0], [0.4, 0.3, 0.1], [-0.8, 1.4, -0.9], [0.6, 0.2, 0.5], [-2.6, 0.7, 2.9], [-1.0, -0.9, -1.2], [0.1, -0.6, -0.2], [0.2, 0.2, 0.0], [0.5, 0.5, 0.6], [0.5, -1.0, 0.1], [-2.0, -1.6, 1.3], [0.3, 1.7, 0.3], [0.1, 0.8, 0.7]],
  "lowdin_charge": [-0.04, 0.16, 0.04, 0.06, 0.04, -0.20, 0.14, -0.70, 0.10, -0.09, -0.66, 0.09, 0.12, 0.08, 0.08, 0.02, 0.09, -0.23, 0.10, 0.11, 0.03, 0.11, -0.04, 0.11, 0.11, 0.10, -0.07, 0.03, 0.10, -0.10, 0.15, 0.15, 0.15, 0.12, 0.18, 0.16, 0.12, 0.11, 0.11, 0.11, -0.29, -0.24, -0.75, -0.67, 0.10, 0.12, 0.08, 0.16, 0.04, 0.12, 0.05, -0.18, 0.06, 0.11, 0.02, -0.24, 0.11, 0.13, 0.15, 0.11, 0.16, 0.20, 0.07, 0.11, 0.10, 0.11, 0.10, 0.08, 0.08, -0.21, -0.68, 0.11, 0.04, -0.08, 0.06, -0.17, 0.10, 0.11, -0.70, 0.03, -0.07, 0.03, 0.06, 0.12, 0.08, -0.10, 0.13, 0.08, -0.58, 0.04, 0.10, 0.08, 0.05, 0.06, 0.11, 0.19, 0.11, 0.20, -0.22, 0.10, 0.09, -0.10, 0.08, -0.27, -0.08, 0.09],
  "energy_ev": -74243.528,
  "smiles": "NC(N)=O.NC(N)=O.NC(N)=O.NC(N)=O.NC(N)=O.NC(N)=O.NC(N)=O.OCCO.OCCO.OCCO.OCCO.OCCO",
  "e_lumo_ev": 0.06
}

=====

Entry 2:
{
  "formula": "C17H58N18O11",
  "method": "ωB97M-V/def2-TZVPD",
  "elements": ["H", "O", "H", "H", "H", "O", "N", "O", "C", "N", "N", "N", "H", "C", "H", "H", "C", "O", "H", "C", "H", "H", "H", "O", "H", "C", "H", "H", "H", "H", "H", "C", "C", "H", "N", "N", "N", "O", "H", "H", "O", "H", "O", "H", "N", "N", "N", "N", "N", "O", "N", "H", "C", "H", "H", "H", "H", "H", "O", "H", "H", "H", "H", "C", "H", "N", "C", "H", "H", "O", "C", "H", "H", "H", "C", "N", "H", "H", "H", "H", "C", "H", "H", "H", "C", "N", "H", "N", "H", "C", "H", "N", "H", "C", "H", "H", "H", "H", "H", "H", "C", "H", "H", "H"],
  "xyz": [[6.10403, -3.76420, -1.04357], [-5.34463, -1.98853, 3.09644], [1.32392, -1.53913, 3.71782], [-2.25085, 1.54358, -0.68432], [-1.34757, 0.77073, 1.91178], [-4.15996, 0.43751, -2.97266], [-3.87700, -0.24639, 3.08902], [-3.49755, -3.63733, -0.69303], [1.12471, -0.27267, -1.80234], [2.21112, -3.40537, -3.02151], [-3.34486, -2.15428, 1.98342], [3.72989, 4.84937, -0.41361], [4.85396, 1.99921, -0.05307], [5.82459, -2.72184, -1.18380], [5.88084, 1.44335, -1.43015], [-1.70168, -6.21057, -1.32072], [3.22601, 4.12498, 0.61288], [0.47810, 1.02802, -4.63216], [1.41021, -4.00712, -3.06358], [-5.28915, 4.56904, 2.02141], [-2.64059, -1.64749, 1.49681], [1.40789, 4.23335, -0.35210], [-4.85700, -1.86458, -3.72434], [3.38898, -1.25792, 3.27925], [-3.66591, 0.27312, -0.55656], [5.75578, 1.44824, -0.34112], [0.14436, 1.97411, -1.36301], [-0.85588, 1.95903, 5.36847], [-2.64699, 3.04828, 1.00791], [-4.36619, 0.23435, 3.82148], [3.86888, -0.44440, 3.43205], [-0.18078, 0.70383, 3.96004], [-1.44974, 1.65231, 0.04767], [1.97548, 0.33927, -1.46831], [-1.58083, 1.36460, -3.69598], [-5.01982, 3.24397, 1.80115], [-5.38228, 4.91288, 3.33217], [0.41977, 0.51651, 2.89999], [1.43637, -1.29645, -1.61064], [1.07372, -0.00923, -2.86085], [-0.01635, 0.00812, -1.01692], [1.44743, 3.29440, 1.14736], [1.40479, -2.15374, -4.77479], [1.91124, 0.08093, 3.55975], [-0.47474, -0.38015, 4.75959], [-0.80324, -0.74475, -3.91513], [-2.55012, -5.71123, -1.14548], [-4.51693, -1.82351, -2.77976], [-1.37425, -3.76189, -1.37463], [-5.41845, 5.36965, 1.10344], [-3.92558, -0.59535, -0.98102], [2.80711, -3.32392, -2.18907], [-0.06572, 1.33856, -0.49240], [0.78014, 1.40793, 0.19533], [5.07842, -2.31240, 0.80034], [-3.40943, -3.14072, 1.80972], [5.62456, -2.45316, -2.22196], [3.55050, -3.79407, -0.10733], [3.86707, 3.68055, 1.55153], [-0.55747, 2.59508, 3.72262], [-2.48265, 0.94629, -3.48989], [-3.99120, -1.40245, -0.38415], [-0.95493, 3.25877, 1.53967], [-2.54830, -4.35446, -1.00721], [6.76905, -2.20457, -0.98781], [1.86306, 3.91763, 0.48025], [-4.14112, -0.61295, -2.31461], [2.98321, -2.54674, 0.56516], [-0.01490, -1.37961, -4.06330], [5.81176, 0.08120, 0.00997], [2.18527, -2.31885, -3.83806], [-5.56586, 5.85530, 3.61213], [4.71871, 5.03471, -0.41611], [-3.40736, -6.21588, -1.01289], [-1.59979, 2.99140, 0.70183], [3.12518, -1.36526, -3.56803], [3.21333, 5.29026, -1.14806], [-0.57451, -4.25531, -1.72026], [1.70393, -0.82325, 2.09503], [-1.42443, -2.75501, -1.29938], [2.01478, -0.92635, 3.13988], [-3.24483, 0.30798, 2.50669], [-1.36314, -0.27730, 0.72985], [-1.47064, 2.35463, -3.81808], [4.78293, -2.13996, -0.24137], [3.45714, -2.79770, -0.30375], [-1.53489, 3.81768, -0.01126], [-0.77739, 1.85355, 4.37415], [3.02775, -0.39024, -3.78652], [-0.53930, 0.57956, -4.09278], [-0.29347, -1.30809, 4.43094], [-1.80906, 0.58785, 1.02353], [-5.26920, 4.15086, 3.97319], [4.61684, -0.60447, -0.29058], [6.58568, 1.93639, 0.16819], [-0.90868, -0.21013, 5.64674], [3.87882, -0.26113, 0.44221], [4.22990, -0.31940, -1.27430], [-4.89092, 2.99388, 0.83756], [-4.36684, -2.66029, -2.24317], [-4.24911, -1.53080, 2.79950], [-5.12892, 2.54905, 2.51399], [-1.72950, -1.04235, -3.68198], [3.77526, -1.58692, -2.84042]],
  "atomic_forces_ev_per_a": [[-0.7, -0.2, -0.1], [1.0, -0.4, 0.7], [0.7, -0.6, -0.3], [0.7, 0.4, -0.8], [0.1, 0.2, -0.3], [0.3, -0.8, -0.1], [0.4, 1.0, 0.6], [-0.2, -0.9, 0.3], [1.1, 0.8, 0.8], [0.7, 0.2, 0.2], [0.0, -0.8, 0.3], [1.4, 0.4, -0.3], [-0.2, -0.5, 0.1], [0.6, 1.2, 0.1], [0.0, 0.7, 0.0], [0.0, -0.1, 0.0], [-1.4, -0.4, 0.2], [-0.1, -0.3, 0.9], [0.2, -0.1, -0.1], [-0.3, 0.8, -1.0], [0.4, 0.3, 0.1], [-0.4, -0.3, 0.0], [0.1, -0.1, 0.0], [0.3, -1.4, -0.1], [0.0, 0.0, 0.1], [0.4, -0.2, -0.5], [0.0, 0.4, 0.2], [-0.1, 0.7, 0.0], [0.2, 0.1, 0.5], [-0.3, -0.1, -0.2], [0.0, 0.0, 0.0], [-1.1, -2.5, -0.4], [0.4, -1.6, 1.1], [0.0, 0.0, 0.4], [0.5, 0.3, 0.2], [0.2, 0.2, -0.1], [0.1, -0.8, 0.1], [-3.5, 2.9, 0.3], [-0.3, -0.1, -0.2], [-0.4, -0.3, 0.5], [-0.8, -0.3, 0.2], [-0.2, 0.0, -0.2], [-0.1, -0.7, 0.6], [1.0, -1.0, -0.1], [0.3, 1.1, 0.2], [0.8, -0.1, -0.2], [-0.6, 0.3, 0.4], [0.1, -0.1, -1.0], [-0.5, 0.3, 0.6], [0.2, -0.4, 0.4], [0.6, 0.2, 0.5], [-0.8, -0.3, -0.1], [0.4, -0.2, -2.1], [-0.4, 0.4, 0.5], [0.8, 0.0, -0.1], [-0.4, 0.1, -0.2], [-0.2, -0.5, -0.2], [0.6, 0.0, -0.4], [0.1, 0.2, -0.4], [-0.1, 0.5, 0.8], [-0.1, 0.5, 0.1], [0.0, -0.2, -0.2], [0.1, -0.4, 0.0], [0.6, 0.4, -1.0], [-0.1, 0.2, 0.1], [1.0, 0.3, 0.5], [-1.3, 0.8, 0.7], [-0.3, 0.6, -0.3], [-0.8, 0.0, -0.5], [-0.1, -0.7, 0.4], [-0.2, 1.1, -1.2], [-0.1, 0.0, 0.0], [-0.1, 0.0, 0.2], [0.0, 0.0, 0.1], [-0.9, 1.0, -0.4], [1.0, -0.7, 0.5], [-0.4, -0.1, 0.1], [0.0, 0.2, 0.0], [0.4, -0.6, 0.1], [0.6, -0.1, -0.2], [1.8, 1.2, 0.4], [-0.2, -0.7, 0.1], [0.0, 0.1, -0.3], [-0.2, -0.1, -0.2], [0.3, -0.2, 1.9], [-0.4, -0.1, 0.0], [0.3, -0.1, -0.2], [0.7, 0.1, -0.9], [-0.4, -0.2, -0.6], [-1.1, 0.3, -1.2], [0.0, 0.0, 0.2], [-0.2, 0.0, 0.6], [-0.1, 0.5, 0.6], [-0.2, -0.1, -0.3], [0.1, 0.0, -0.2], [-0.2, -0.5, 0.0], [-0.4, -0.4, 0.0], [0.1, 0.2, -0.2], [-0.3, -0.3, 0.1], [-0.1, -0.1, 0.1], [-1.0, 0.6, -1.3], [0.0, -0.2, -0.2], [0.0, -0.2, 0.1], [0.1, 0.2, 0.2]],
  "lowdin_charge": [0.08, 0.02, 0.07, 0.11, 0.04, -0.02, 0.14, -0.01, -0.13, 0.16, 0.15, 0.16, 0.06, -0.04, 0.09, 0.10, -0.68, 0.00, 0.09, -0.68, 0.05, 0.09, 0.11, -0.11, 0.07, -0.09, 0.12, 0.10, 0.06, 0.09, 0.07, -0.64, -0.38, 0.09, 0.17, 0.14, 0.15, -0.08, 0.07, 0.04, -0.20, 0.08, 0.01, 0.08, 0.18, 0.16, 0.17, 0.18, 0.18, 0.02, 0.19, 0.05, -0.19, 0.11, 0.13, 0.09, 0.07, 0.09, 0.02, 0.10, 0.04, 0.07, 0.06, -0.64, 0.08, 0.16, -0.67, 0.07, 0.05, -0.18, -0.67, 0.11, 0.11, 0.11, -0.05, 0.17, 0.10, 0.08, 0.08, 0.10, -0.18, 0.05, 0.07, 0.10, -0.41, 0.03, 0.09, 0.18, 0.11, -0.69, 0.09, 0.04, 0.09, -0.21, 0.09, 0.10, 0.12, 0.10, 0.10, 0.06, -0.67, 0.08, 0.08, 0.04],
  "energy_ev": -67918.859,
  "smiles": "COC[C@H](C)N.COC[C@H](C)N.NC(N)=O.NC(N)=O.NC(N)=O.NC(N)=O.NC(N)=O.NC(N)=O.NC(N)=O.NC(N)=O.CO",
  "e_lumo_ev": -0.09
}